(A)
Entry from the Open Molecules 2025 dataset: a molecular structure, C5H9NO3 (wB97M-V/def2-TZVPD).

Output
* LUMO level: 0.667 eV
* charge: 0
* M: 131.1 g mol⁻¹
* spin multiplicity: 1
* HOMO: -7.999 eV

```
18
C5H9NO3 (wB97M-V/def2-TZVPD)
C -1.806 0.489 -1.034
C 0.315 1.206 0.213
C 1.413 0.412 0.188
C -0.759 0.245 0.028
N 1.180 -2.011 0.493
C 0.852 -0.859 -0.239
O 0.234 2.573 0.142
O 2.678 0.654 0.647
O -1.301 -0.282 1.219
H -0.588 2.855 0.560
H 3.258 -0.051 0.334
H -1.814 -1.070 1.001
H 0.762 -2.869 0.164
H 1.077 -1.897 1.493
H 0.740 -1.044 -1.302
H -2.272 -0.451 -1.342
H -1.362 0.964 -1.907
H -2.606 1.135 -0.657
```

(B)
Entry from the Open Molecules 2025 dataset: 2 unconnected molecules or ions with the total composition C5H9NO3 (wB97M-V/def2-TZVPD).

Output
* LUMO level: 0.404 eV
* charge: 0
* M: 131.1 g mol⁻¹
* spin multiplicity: 1
* HOMO: -8.762 eV

```
18
C5H9NO3 (wB97M-V/def2-TZVPD)
C 1.779 0.357 -1.086
C 1.369 -0.786 -0.192
C -0.043 -1.287 -0.448
C -0.952 -0.581 -1.075
N -1.684 -0.035 -1.891
H 2.002 0.096 -2.157
H 0.844 0.970 -1.221
H 2.473 1.018 -0.587
H 1.225 -0.308 0.847
H 2.073 -1.599 -0.170
H -0.248 -2.240 0.077
H -2.342 0.672 -1.513
O -1.776 1.891 0.989
C -1.274 0.885 1.426
O -0.074 0.695 1.848
O -2.084 -0.224 1.697
H 0.375 1.522 1.642
H -1.663 -1.046 1.813
```

(C)
Entry from the Open Molecules 2025 dataset: C5H9NO3 in the gas phase (wB97M-V/def2-TZVPD).

Output
* LUMO level: 0.797 eV
* charge: 0
* M: 131.1 g mol⁻¹
* spin multiplicity: 1
* HOMO: -8.889 eV

```
18
C5H9NO3 (wB97M-V/def2-TZVPD)
C -0.617 -1.860 -0.874
C 0.061 -0.772 -0.490
O 1.442 -0.856 -0.441
C 1.916 -0.715 0.899
N -0.550 0.426 -0.142
C -1.882 0.413 0.443
C -0.014 1.686 -0.389
O -0.503 2.756 -0.055
O 1.117 1.703 -1.123
H -1.694 -1.878 -0.979
H -0.079 -2.763 -1.147
H 1.308 -1.289 1.609
H 2.938 -1.103 0.940
H 1.941 0.338 1.194
H -2.068 -0.522 0.982
H -2.623 0.548 -0.350
H -1.987 1.231 1.164
H 1.292 2.657 -1.242
```

What should be chosen as the most stable of them? Choose (C).